An isolated ion of composition C4H9O2 and charge -1 at a distorted geometry. Source: OMol25; level of theory: ωB97M-V/def2-TZVPD.

HOMO in eV: -3.21
LUMO level in hartree: 0.1667
HOMO-LUMO gap in Eh: 0.285
Structure (SMILES): C[C@H]([O-])CCO
Charge: -1

XYZ file:
```
15
Properties=species:S:1:pos:R:3:forces:R:3:mulliken_charge:R:1
O -1.41438 -0.46163 -0.77379 -1.040 -0.151 -0.297 -0.8852
O -0.28912 -2.25686 0.37244 0.658 -0.620 0.271 -0.6412
C 0.60265 -1.40353 1.02708 -0.133 0.262 0.617 -0.4687
C -0.34957 1.70051 -1.02850 -0.798 -0.985 0.418 -1.4380
C -0.26534 0.18910 -0.63865 1.498 1.755 -0.036 0.4724
C 0.32476 0.09307 0.79135 -0.193 -1.115 -1.221 -0.8510
H -0.97821 1.74095 -1.89696 -0.406 0.087 -0.648 0.3813
H 1.64928 -1.58634 0.76429 0.182 -0.305 -0.324 0.2353
H 0.57858 -0.19757 -1.26057 -0.008 -0.300 -0.387 0.1254
H -0.88741 -1.62621 -0.18317 -0.517 0.067 -0.230 0.4627
H 0.52146 -1.60215 2.09412 0.226 -0.083 0.549 0.2672
H 1.26100 0.65832 0.79504 -0.111 0.181 0.526 0.2687
H -0.91336 2.19180 -0.22045 0.482 0.355 -0.166 0.3114
H 0.60903 2.12774 -1.30213 0.272 0.341 0.433 0.3685
H -0.44937 0.43280 1.45991 -0.111 0.511 0.494 0.3912
```
Forces are in eV/Å.